Entry 1:
ORCA calculation (ωB97M-V with the def2-TZVPD basis set) on a molecular structure, C26H40BN9O7PSY.

Structure (XYZ):
```
86
Properties=species:S:1:pos:R:3:forces:R:3:lowdin_charge:R:1
Y 0.145 -0.326 0.028 -0.744 0.299 -0.381 1.3884
O 1.910 3.713 1.860 0.081 -0.124 -0.087 0.1397
C 1.241 2.588 1.596 -0.248 0.128 0.245 -0.4747
O 1.690 1.685 0.946 -0.033 -0.169 -0.194 0.0696
C -0.111 2.537 2.251 0.227 -0.038 -0.123 -0.1814
C -0.494 3.428 3.240 0.001 0.108 0.070 0.0377
C -1.723 3.237 3.842 -0.044 0.012 0.032 -0.0183
C -2.504 2.162 3.444 -0.081 0.110 0.161 0.0165
C -2.029 1.336 2.440 -0.191 -0.298 -0.152 -0.1584
N -0.864 1.531 1.848 0.125 -0.095 -0.157 0.1438
C -2.734 0.080 1.979 0.004 0.232 0.043 -0.4270
O -4.004 -0.113 2.359 0.013 0.080 0.020 0.1514
O -2.182 -0.750 1.314 0.167 -0.095 -0.124 0.0496
H 2.751 3.639 1.382 0.020 0.096 0.045 0.1463
H 0.162 4.237 3.526 -0.013 -0.017 -0.004 0.1265
H -2.064 3.902 4.625 0.005 -0.016 -0.016 0.1176
H -3.447 1.976 3.943 0.018 0.008 0.000 0.1161
H -4.359 0.672 2.792 -0.028 -0.008 -0.003 0.1014
B -0.398 3.207 -1.291 0.022 0.032 -0.058 -0.3963
N -1.644 2.302 -1.503 0.123 -0.084 -0.047 -0.0704
C -2.746 2.595 -2.207 0.037 0.004 0.046 -0.0913
C -3.596 1.503 -2.177 0.022 0.007 -0.018 -0.0622
C -2.898 0.558 -1.422 -0.078 -0.039 0.103 -0.1735
N -1.727 1.043 -1.009 -0.181 0.322 -0.218 -0.0213
N 0.869 2.476 -1.847 -0.259 -0.103 -0.019 -0.0732
C 1.860 3.022 -2.563 -0.013 0.024 0.003 -0.0987
C 2.771 2.032 -2.891 -0.099 -0.013 -0.042 -0.0599
C 2.228 0.877 -2.328 0.095 0.026 -0.027 -0.1491
N 1.090 1.148 -1.687 0.195 0.428 -0.340 -0.0394
H -0.557 4.229 -1.923 0.028 -0.123 0.063 0.0743
H -0.268 3.456 -0.109 0.008 -0.052 -0.042 0.0614
H -2.843 3.559 -2.681 0.006 -0.054 0.020 0.1149
H -4.560 1.401 -2.646 0.047 0.010 0.028 0.0871
H -3.171 -0.454 -1.163 0.007 0.055 -0.032 0.0857
H 1.836 4.074 -2.802 0.003 -0.059 0.006 0.1154
H 3.675 2.129 -3.469 -0.060 -0.004 0.026 0.0863
H 2.597 -0.136 -2.342 0.013 0.032 0.095 0.0968
O -1.033 -1.815 -1.201 -0.182 -0.471 0.346 -0.3950
P -1.276 -3.301 -1.385 0.012 0.635 -0.613 0.5822
N -2.093 -4.147 -0.256 -0.220 0.025 0.171 -0.1617
C -1.670 -5.201 0.686 -0.110 0.090 -0.048 -0.1853
C -2.842 -5.308 1.669 0.016 0.016 0.013 -0.1590
C -3.497 -3.931 1.616 -0.030 -0.013 0.054 -0.1671
C -3.401 -3.574 0.142 0.175 -0.064 0.039 -0.1842
N 0.074 -4.128 -1.809 0.383 -0.119 0.075 -0.1488
C 0.901 -3.423 -2.837 -0.093 -0.233 0.119 -0.1730
C 2.316 -3.949 -2.613 0.040 -0.009 -0.028 -0.1585
C 2.099 -5.299 -1.937 0.041 -0.015 -0.006 -0.1654
C 0.933 -5.022 -1.000 0.013 0.188 -0.182 -0.1871
N -2.303 -3.327 -2.682 -0.031 0.018 -0.095 -0.1784
C -2.712 -4.605 -3.277 0.044 0.119 -0.047 -0.1986
C -3.367 -4.195 -4.595 -0.010 0.001 -0.016 -0.1737
C -2.578 -2.946 -4.990 0.012 -0.030 -0.018 -0.1719
C -2.402 -2.224 -3.658 -0.004 -0.143 -0.040 -0.1866
H -0.750 -4.922 1.191 0.011 0.077 0.030 0.0837
H -1.515 -6.148 0.171 -0.014 -0.037 -0.083 0.1044
H -2.499 -5.587 2.664 -0.009 0.002 0.032 0.1101
H -3.550 -6.068 1.335 -0.001 -0.010 -0.025 0.1095
H -2.924 -3.209 2.202 0.009 -0.013 -0.038 0.1045
H -4.526 -3.932 1.973 -0.001 0.003 0.024 0.1126
H -3.425 -2.498 -0.019 0.053 0.005 -0.022 0.0873
H -4.215 -4.026 -0.436 0.012 -0.055 -0.021 0.1144
H 0.867 -2.345 -2.698 -0.042 0.085 0.027 0.0903
H 0.524 -3.663 -3.835 -0.010 -0.048 -0.017 0.1090
H 2.846 -3.271 -1.942 -0.047 -0.018 0.010 0.0943
H 2.871 -4.024 -3.548 0.025 0.010 -0.002 0.1105
H 2.976 -5.656 -1.396 0.001 0.003 -0.020 0.1118
H 1.819 -6.054 -2.676 -0.007 -0.001 0.018 0.1116
H 1.279 -4.523 -0.096 -0.007 0.054 0.043 0.0975
H 0.406 -5.931 -0.728 -0.065 -0.053 -0.025 0.0965
H -3.388 -5.154 -2.619 -0.025 0.033 0.024 0.1047
H -1.840 -5.245 -3.460 0.027 0.005 0.006 0.1089
H -4.415 -3.933 -4.428 0.011 -0.006 0.007 0.1112
H -3.331 -4.989 -5.340 -0.003 0.013 0.002 0.1071
H -3.080 -2.329 -5.736 -0.002 -0.018 -0.001 0.1091
H -1.601 -3.237 -5.389 -0.024 0.014 0.009 0.1064
H -3.270 -1.594 -3.446 -0.040 -0.010 0.044 0.1058
H -1.526 -1.581 -3.626 0.035 -0.007 0.017 0.1086
C 3.174 -1.344 0.190 -0.175 0.012 -0.227 -0.2612
O 1.917 -1.320 -0.412 0.779 -0.076 0.025 -0.4933
H 3.961 -1.687 -0.496 -0.001 -0.013 -0.116 0.0633
H 3.209 -2.023 1.054 -0.043 -0.100 0.087 0.0466
H 3.482 -0.357 0.560 0.013 0.060 0.014 0.0645
O 0.200 -2.864 1.146 -0.167 -0.366 0.071 -0.6115
S 0.730 -2.153 2.330 0.031 -0.391 0.566 0.7316
N 0.653 -0.694 2.271 0.425 0.227 0.896 -0.4691
```
Forces are in eV/Å.

The calculation puts the LUMO energy at -0.5 eV. The calculation puts the HOMO energy at -8.18 eV. Its total charge is 0. The value obtained for the energy relative to the best compared isomer or geometry (same formula, charge and spin) is 0.499 eV. As for the total energy: -77206.63057 eV. The HOMO-LUMO gap comes out at 7.72 eV.

Entry 2:
ORCA calculation (ωB97M-V with the def2-TZVPD basis set) on a molecular structure, C26H40BaF4N5S.

Structure (XYZ):
```
77
Properties=species:S:1:pos:R:3:forces:R:3:lowdin_charge:R:1
Ba 0.792 -1.092 1.428 -0.082 0.464 -0.336 1.7696
C -2.177 1.874 4.049 -0.960 -0.321 0.723 -0.0752
C -1.033 1.217 3.326 0.197 -0.808 0.084 -0.2286
N -1.181 -0.307 3.246 -0.651 1.870 -2.209 -0.3120
C -1.156 -0.988 4.519 -0.444 0.158 1.239 -0.2724
C 0.059 -0.678 5.427 0.222 0.069 -1.421 -0.0631
C -2.478 -0.610 2.516 0.887 -1.892 -0.046 -0.2024
C -2.558 -0.179 1.079 1.439 0.809 -1.389 -0.2209
N -1.579 -1.023 0.319 -0.662 0.801 1.501 -0.1741
C -1.560 -0.990 -0.997 0.350 0.382 -2.188 -0.2738
C -0.623 -1.835 -1.686 0.059 -0.741 0.221 -0.1691
F 0.150 -2.630 -0.846 0.019 0.187 -0.260 -0.0668
C -0.492 -2.021 -3.050 -0.395 -0.756 1.292 -0.2666
F 0.291 -2.990 -3.545 0.281 0.023 0.327 0.0989
C -1.250 -1.301 -3.927 0.147 0.609 0.229 0.0379
C -2.037 -0.326 -3.387 -0.030 0.426 2.720 -0.2300
F -2.582 0.619 -4.136 -0.504 0.008 -0.485 0.1135
C -2.219 -0.179 -1.966 -0.315 0.148 -1.913 -0.1212
F -3.112 0.816 -1.675 0.492 -0.379 0.674 0.0509
H -2.041 2.910 4.266 0.685 0.713 0.293 0.0770
H -2.416 1.359 4.978 0.243 0.139 0.258 0.0782
H -3.135 1.898 3.539 0.025 -0.382 -0.673 0.0794
H -0.069 1.390 3.845 -0.509 0.199 -0.406 0.1132
H -1.009 1.671 2.312 0.413 -0.727 0.498 0.0830
H -1.118 -2.080 4.357 -0.381 0.375 -0.186 0.1142
H -2.134 -0.731 5.023 1.006 -0.590 0.122 0.1306
H 1.044 -0.908 4.951 -0.721 -0.342 0.197 0.0796
H -0.051 -1.228 6.335 0.121 -0.497 0.561 0.0728
H 0.180 0.352 5.686 -0.370 0.783 0.269 0.0580
H -3.376 -0.312 3.028 -0.210 0.301 0.745 0.1140
H -2.471 -1.725 2.448 -0.363 0.637 0.303 0.1168
H -2.340 0.909 0.946 0.169 -0.466 0.234 0.1062
H -3.564 -0.202 0.662 -0.243 -0.665 0.277 0.1243
H -1.142 -1.476 -4.950 0.040 -0.017 -1.470 0.1269
C -0.121 -6.051 3.222 -0.515 -0.738 -0.227 -0.0534
C -0.999 -5.238 2.513 1.162 0.417 -0.740 -0.0354
C -0.515 -4.083 1.889 -0.543 0.149 0.838 -0.1575
N 0.747 -3.654 2.125 -0.877 -0.790 -0.166 -0.1835
C 1.572 -4.433 2.839 0.434 0.963 -0.527 -0.1414
C 1.195 -5.678 3.348 1.844 0.249 0.812 -0.0499
H -0.468 -7.029 3.590 0.201 0.645 -0.033 0.1291
H -1.981 -5.573 2.322 -1.013 -0.141 -0.059 0.1007
H -1.204 -3.424 1.289 0.924 -0.685 0.495 0.1003
H 2.558 -3.910 2.904 -0.570 -1.335 0.463 0.1242
H 1.968 -6.294 3.880 -1.026 0.617 -0.592 0.1338
C 1.716 0.977 -5.081 -0.232 1.381 0.473 -0.1150
C 2.585 -0.200 -4.772 1.090 -0.708 0.607 -0.2529
C 3.344 -0.139 -3.440 0.329 0.190 1.367 -0.1584
C 2.458 -0.469 -2.175 0.263 -1.186 -1.293 -0.1872
N 1.362 0.470 -2.034 -0.853 -0.561 -0.375 0.0149
C 1.171 1.315 -1.035 -0.680 1.815 0.228 -0.8311
S 2.198 1.509 0.321 0.169 -0.431 -0.023 0.5424
N 0.105 2.152 -1.163 0.896 -0.350 1.505 0.0245
C -0.289 3.177 -0.175 -0.092 -0.266 -1.304 -0.2016
C 0.432 4.521 -0.391 0.223 -0.431 0.369 -0.1851
C 0.572 5.117 -1.804 -0.055 0.223 -0.322 -0.2345
C 1.529 4.511 -2.856 -0.130 0.190 -0.094 -0.1052
H 1.261 0.737 -5.992 -0.719 -0.013 -1.756 0.0534
H 2.216 1.971 -5.210 -0.205 -0.912 0.340 0.0997
H 0.841 1.094 -4.420 0.542 0.094 0.029 0.0526
H 3.352 -0.340 -5.560 -0.579 0.094 0.211 0.1209
H 1.933 -1.086 -4.781 0.321 -0.062 -0.051 0.1021
H 3.672 0.881 -3.232 0.030 0.316 -0.317 0.1050
H 4.327 -0.694 -3.442 -1.324 -0.002 0.058 0.1276
H 3.023 -0.454 -1.245 0.184 0.061 -0.140 0.0675
H 2.003 -1.483 -2.309 0.436 0.658 0.175 0.1140
H 0.534 0.315 -2.632 0.805 0.117 0.328 0.1160
H -0.395 2.187 -2.009 -0.518 -0.225 -1.177 0.1212
H -0.133 2.712 0.785 0.411 0.400 0.479 0.0495
H -1.368 3.257 -0.270 -0.223 0.250 -0.219 0.1206
H 1.408 4.400 0.068 0.404 0.078 -0.111 0.0881
H -0.065 5.266 0.226 -0.230 0.062 0.100 0.1089
H 0.874 6.172 -1.651 -0.116 -0.488 -0.077 0.1113
H -0.409 5.177 -2.302 0.059 -0.012 0.303 0.1090
H 2.565 4.400 -2.570 0.342 0.220 0.642 0.0660
H 1.555 5.209 -3.715 -0.195 -0.591 0.214 0.0830
H 1.258 3.502 -3.175 -0.324 0.220 -0.215 0.0368
```
Forces are in eV/Å.

The calculation puts the LUMO energy at -2.6 eV. The calculation puts the HOMO energy at -9.97 eV. Its total charge is +1. As for the total energy: -57455.81215 eV. The HOMO-LUMO gap comes out at 7.39 eV.